The following is a DFT calculation (wB97M-V/def2-TZVPD) of C2H11N3O2 as an isolated structure in a non-equilibrium geometry.

Geometry (Å):
O  -1.45513  0.34929  -0.26152
O  -0.99084  2.11384  1.25487
N  0.69043  0.68020  1.80878
N  0.46488  -2.00078  -0.07041
N  1.77692  -1.48454  0.27068
C  -1.47716  0.56120  -1.64512
C  0.12585  1.54850  0.98294
H  1.37341  0.02094  1.41912
H  -1.10491  -0.32555  -2.17205
H  -1.64524  1.36236  0.47216
H  0.67854  1.75840  0.06217
H  -0.22218  -1.25196  0.05271
H  2.34536  -1.37155  -0.56781
H  2.22574  -2.19655  0.83994
H  0.10900  0.32869  2.55793
H  0.45000  -2.26815  -1.05204
H  -0.85106  1.41813  -1.94884
H  -2.49359  0.75756  -2.00352

total charge	0
electronic energy	-10815.504	eV
2S+1	1


The following is a DFT calculation (wB97M-V/def2-TZVPD) of a 2-piece molecular cluster, C2H11N4O overall in a non-equilibrium geometry.

Geometry (Å):
O  -0.04023  0.58544  1.97672
N  -1.56164  1.29709  -0.05302
N  1.37339  0.95401  -0.88498
N  -1.41654  -0.88282  -0.90245
N  -1.03452  0.08346  0.07793
C  -0.17972  -0.30069  0.99610
C  0.56786  -1.62221  0.95548
H  -0.07345  -2.11213  0.16066
H  -2.57705  1.24413  0.09931
H  0.63013  0.45996  2.71900
H  1.58776  -1.65887  0.55244
H  -1.03814  -0.75063  -1.82510
H  1.00457  0.76374  -1.77996
H  2.28176  0.64796  -0.83597
H  0.51055  -2.11255  1.89497
H  1.47120  1.93961  -0.74042
H  -2.46949  -0.79414  -1.04794
H  -1.22454  2.04399  0.57022

total charge	+1
electronic energy	-10251.786	eV
2S+1	1


The following is a DFT calculation (wB97M-V/def2-TZVPD) of a 2-piece molecular cluster, C2H11N4O2 overall in a non-equilibrium geometry.

Geometry (Å):
O  -1.70168  -0.08766  -1.04546
O  1.16006  -0.24171  1.20573
N  0.68344  -2.14008  -0.01060
N  -1.37499  0.01673  1.18240
N  1.56494  -0.27113  -1.00741
N  -0.26502  2.16824  -0.23013
C  -0.88465  -0.01648  -0.01313
C  0.74752  -0.78306  0.01705
H  0.14203  -2.58040  -0.65474
H  1.93670  -1.05251  -1.69212
H  2.13232  -0.46937  1.38555
H  -0.61512  2.84075  0.49301
H  1.40886  0.64068  -1.46771
H  -2.36777  0.06054  1.41720
H  0.75071  2.03281  -0.11223
H  -0.59602  -0.05941  1.81378
H  -0.34761  2.73550  -1.04236
H  -2.61116  0.05655  -0.82876
H  0.81770  -2.67943  0.88449

total charge	+1
electronic energy	-12300.490	eV
2S+1	1


The following is a DFT calculation (wB97M-V/def2-TZVPD) of a 3-piece molecular cluster, C2H11N5O overall in a non-equilibrium geometry.

Geometry (Å):
O  0.55276  1.37965  3.68196
N  0.38363  1.05273  1.40567
N  1.27409  -1.26428  -0.51777
N  0.52436  -0.14726  -0.87717
N  -1.12274  -0.57426  -1.76172
N  -1.27000  -0.00030  -2.87464
C  0.20974  0.66224  2.66891
C  -0.22910  0.32244  0.30653
H  -1.05563  -0.35229  -3.81511
H  -0.71879  -0.60283  0.70502
H  -0.43205  -0.25400  2.72858
H  -1.79185  0.94805  -2.76770
H  2.02172  -1.54697  -1.15843
H  1.05312  0.52650  -1.36031
H  0.81899  -1.99607  -0.16091
H  1.00266  1.88462  1.43689
H  -0.92788  0.97966  -0.14489
H  -0.71880  -2.16829  -2.09009
H  0.42578  1.15066  4.59520

total charge	+2
electronic energy	-11726.582	eV
2S+1	1


The following is a DFT calculation (wB97M-V/def2-TZVPD) of a 3-piece molecular cluster, C2H11NO2 overall in a non-equilibrium geometry.

Geometry (Å):
O  1.32533  1.48494  -2.16045
O  0.34671  -0.48363  -4.22480
N  0.60025  0.40761  1.11140
C  -1.03917  -0.91618  2.55914
C  -0.12296  0.31944  2.40419
H  -0.54044  -0.79030  -3.98546
H  -0.11840  0.53627  0.40167
H  -0.76854  1.18634  2.45524
H  -0.94626  -1.41277  3.52663
H  1.35600  0.71977  -2.75443
H  0.58829  0.35028  3.23492
H  -0.80329  -1.66331  1.80772
H  0.45784  -0.70959  -5.15244
H  0.99760  -0.50616  0.92270
H  -2.10320  -0.66324  2.44020
H  0.77024  2.14052  -2.58624

total charge	0
electronic energy	-7837.189	eV
2S+1	1
SMILES	CCN.O.O


The following is a DFT calculation (wB97M-V/def2-TZVPD) of C2H11NO3 as an isolated structure in a non-equilibrium geometry.

Geometry (Å):
O  2.60116  -1.27293  -0.06358
O  0.57510  0.89999  -0.94024
O  3.38963  1.63872  1.10960
N  -1.61894  -0.56546  0.31416
C  -3.44541  -0.87524  0.20607
C  -3.22059  -0.02925  -0.86031
H  0.76770  0.87492  -0.01222
H  -0.24816  0.38168  -0.91684
H  3.60520  0.75249  1.06436
H  1.77341  -0.86213  -0.37996
H  2.24769  -2.06225  0.40516
H  -1.57076  -1.57910  0.17695
H  4.11005  2.12644  0.78836
H  -1.71410  -0.55491  1.28446
H  -3.02375  -0.38599  -1.89622
H  -3.91687  -0.48008  1.13838
H  -3.22898  1.04780  -0.77226

total charge	0
electronic energy	-9879.247	eV
2S+1	1


It is found that the gap between HOMO and LUMO values, taken in the order of the records, are 9.89 10.72 10.45 8.25 9.57 7.10 eV.
It is found that the energy relative to the best compared isomer or geometry (same formula, charge and spin) values, taken in the order of the records, are 276.95 306.95 224.93 557.43 71.10 574.37 kJ/mol.